Formula: C6H10F2INO
Source: the Open Molecules 2025 dataset
Level of theory: the ωB97M-V functional and the def2-TZVPD basis

Calculated values
E_tot, eV: -23449.8089
HOMO (spin up / spin down), eV: -4.86 / -9.96
Net charge: 0
Energy above the lowest of the compared OMol25 structures with the same formula, charge and spin, eV: 0.775
LUMO energy (spin up / spin down), eV: 0.3 / -2.6
<S²>: 2.01
Spin multiplicity: 3
Largest force on an atom, eV/A: 8.77

Each line ends with the Löwdin spin population.
Cartesian coordinates (Å):
C (-1.60690, 0.72157, 0.11063)  0.136
C (0.17776, -1.01517, -0.12788)  0.096
C (-0.16344, 0.30169, 0.60115)  0.027
C (-1.91495, -0.43189, -0.82101)  0.585
C (2.05095, 1.06542, 0.06956)  0.003
C (-0.88992, -3.76465, -2.74953)  0.021
N (-1.08709, -1.34915, -0.89748)  0.961
O (0.70768, 1.37790, 0.30202)  0.020
F (-0.10177, -3.90173, -3.85096)  0.005
F (-2.15523, -3.93165, -3.12732)  0.001
I (-0.23221, -5.04708, -1.15508)  0.007
H (-2.37409, 0.66279, 0.80039)  0.019
H (-1.67528, 1.64218, -0.43516)  0.024
H (1.05337, -0.98463, -0.75342)  0.004
H (0.45194, -1.98333, 0.52537)  0.004
H (-0.07898, 0.21378, 1.66888)  0.004
H (-2.75497, -0.79025, -1.39869)  0.064
H (2.48724, 0.43834, 0.79650)  0.000
H (2.64224, 1.99981, -0.09419)  0.000
H (2.04863, 0.38602, -0.85187)  0.001
H (-0.68223, -2.83651, -2.38977)  0.017